No. 1
The following is a DFT calculation (ωB97M-V with the def2-TZVPD basis set) of a structure of composition C4H7N6S at a distorted geometry.

Summary:
energy relative to the best compared isomer or geometry (same formula, charge and spin)	0.00	kJ/mol
net charge	+1
largest force on an atom	6.1	eV/Å
E_HOMO	-12.8856	eV
Kohn-Sham gap	9.09	eV
electronic energy	-24027.3575	eV

CARTESIAN COORDINATES (ANGSTROEM)
C (-2.89365, 1.15179, -0.13436)
C (-1.86121, 0.08898, 0.09060)
C (2.71225, -0.68464, 0.24063)
C (2.97002, 0.55991, -0.52563)
N (-2.39726, 2.37032, -0.07646)
N (-0.69607, 0.68162, 0.23585)
N (-3.05578, -1.88164, -0.07896)
N (-3.80937, -2.69362, -0.17584)
N (1.49308, -0.78222, 0.63917)
N (-2.07849, -1.23590, 0.14116)
S (-0.83595, 2.32770, 0.14191)
H (-3.97302, 0.87060, -0.30271)
H (3.40463, -1.34506, 0.56878)
H (3.04011, 0.16324, -1.55481)
H (3.91097, 0.85409, -0.43109)
H (2.25668, 1.27913, -0.46896)
H (1.30529, -1.61203, 1.18235)
H (0.50777, -0.11228, 0.50837)

***

No. 2
The following is a DFT calculation (ωB97M-V with the def2-TZVPD basis set) of the ion C4H7N6S2 with charge +1 at a distorted geometry.

Summary:
energy relative to the best compared isomer or geometry (same formula, charge and spin)	143.41	kJ/mol
net charge	+1
largest force on an atom	3.7	eV/Å
E_HOMO	-12.7675	eV
Kohn-Sham gap	7.07	eV
electronic energy	-34862.1908	eV

CARTESIAN COORDINATES (ANGSTROEM)
C (2.75683, -0.27349, 0.22567)
C (3.82023, 0.64741, -0.21708)
C (-1.19096, -0.91650, 0.10092)
C (-1.05079, 0.32605, 0.98341)
N (3.33305, -1.46924, 0.57650)
N (4.53712, -1.58730, 0.40108)
N (1.46351, -0.12931, 0.48387)
N (-0.16551, -1.39746, -0.46039)
N (3.69603, 1.91094, -0.59341)
N (-2.47055, -1.34473, -0.06880)
S (5.32315, -0.14898, -0.01357)
S (0.46440, 1.11585, 0.42474)
H (-2.02012, 0.96489, 0.76249)
H (-1.07948, 0.08100, 2.11448)
H (-0.23416, -2.16714, -1.11370)
H (3.00644, 2.39013, -0.04989)
H (4.54646, 2.43272, -0.46702)
H (-3.32198, -0.83352, 0.40711)
H (-2.68317, -2.03606, -0.92127)

***

No. 3
The following is a DFT calculation (ωB97M-V with the def2-TZVPD basis set) of the molecule C4H7NO.

Summary:
energy relative to the best compared isomer or geometry (same formula, charge and spin)	96.29	kJ/mol
SMILES	C[C@H]1CC(=O)N1
net charge	0
largest force on an atom	0.5	eV/Å
E_HOMO	-9.8362	eV
Kohn-Sham gap	10.81	eV
electronic energy	-7798.6464	eV

CARTESIAN COORDINATES (ANGSTROEM)
C (-1.39990, -0.45768, 0.36927)
C (-0.28979, -0.10003, -0.64011)
C (0.53019, 1.17332, -0.29470)
C (1.48763, 0.17236, 0.37122)
O (2.34274, 0.21162, 1.21528)
N (0.93776, -0.87566, -0.35868)
H (-2.23871, -0.97987, -0.10577)
H (-0.98040, -1.12969, 1.13211)
H (-1.78602, 0.42276, 0.89944)
H (-0.61887, -0.16688, -1.68202)
H (1.01246, 1.61469, -1.17833)
H (0.08181, 1.95730, 0.32451)
H (0.92110, -1.84224, -0.05221)

***

No. 4
The following is a DFT calculation (ωB97M-V with the def2-TZVPD basis set) of the molecule C4H7NO.

Summary:
energy relative to the best compared isomer or geometry (same formula, charge and spin)	111.18	kJ/mol
SMILES	C[C@H]1CN=CO1
net charge	0
largest force on an atom	0.4	eV/Å
E_HOMO	-9.7024	eV
Kohn-Sham gap	10.78	eV
electronic energy	-7798.4921	eV

CARTESIAN COORDINATES (ANGSTROEM)
C (-0.34506, -0.85441, -1.43031)
C (0.00329, 0.22308, -0.43059)
C (-0.72028, 0.12331, 0.89605)
N (0.12459, 0.91531, 1.80200)
C (1.26695, 0.82506, 1.26219)
O (1.37673, 0.20284, 0.05359)
H (0.35998, -0.89916, -2.26323)
H (-0.40917, -1.84202, -0.96268)
H (-1.33296, -0.60786, -1.83804)
H (-0.12776, 1.21829, -0.88142)
H (-1.76793, 0.42520, 0.89027)
H (-0.62442, -0.92404, 1.21615)
H (2.19604, 1.19441, 1.68602)

***

No. 5
The following is a DFT calculation (ωB97M-V with the def2-TZVPD basis set) of the molecule C4H7NO.

Summary:
energy relative to the best compared isomer or geometry (same formula, charge and spin)	232.79	kJ/mol
SMILES	C[C@@]1(C=O)CN1
net charge	0
largest force on an atom	0.7	eV/Å
E_HOMO	-9.7158	eV
Kohn-Sham gap	10.55	eV
electronic energy	-7797.2317	eV

CARTESIAN COORDINATES (ANGSTROEM)
C (1.32213, -0.76206, -0.31310)
C (0.03572, 0.01628, 0.01943)
C (-0.28816, 1.49012, 0.29386)
N (-0.32564, 0.96102, -1.04179)
C (-0.94760, -0.93972, 0.64898)
O (-0.73515, -2.12802, 0.66904)
H (1.04024, -1.74513, -0.73006)
H (1.85936, -0.22288, -1.09082)
H (1.96948, -0.99679, 0.53734)
H (-1.27681, 1.71719, 0.72138)
H (0.43690, 2.26859, 0.53592)
H (-1.25673, 0.87395, -1.42726)
H (-1.83376, -0.53256, 1.17708)

***

No. 6
The following is a DFT calculation (ωB97M-V with the def2-TZVPD basis set) of the molecule C4H7NO.

Summary:
energy relative to the best compared isomer or geometry (same formula, charge and spin)	187.17	kJ/mol
SMILES	[H]/N=C\OCC=C
net charge	0
largest force on an atom	0.4	eV/Å
E_HOMO	-10.0496	eV
Kohn-Sham gap	11.08	eV
electronic energy	-7797.7045	eV

CARTESIAN COORDINATES (ANGSTROEM)
O (0.71047, -0.65039, -1.37669)
C (1.83111, -0.40575, -0.65440)
N (2.01492, -0.33616, 0.59254)
C (-0.77021, 0.70945, -0.01156)
C (-1.39223, 0.83096, 1.15482)
C (-0.54949, -0.60017, -0.71405)
H (2.65933, -0.24333, -1.34302)
H (1.16586, -0.49226, 1.13303)
H (-0.39848, 1.58814, -0.53756)
H (-1.75164, -0.03856, 1.70282)
H (-1.56542, 1.80339, 1.60524)
H (-1.27422, -0.71811, -1.52505)
H (-0.68000, -1.44720, -0.02611)

***

No. 7
The following is a DFT calculation (ωB97M-V with the def2-TZVPD basis set) of the molecule C4H7NO at a distorted geometry.

Summary:
energy relative to the best compared isomer or geometry (same formula, charge and spin)	707.00	kJ/mol
net charge	0
largest force on an atom	4.6	eV/Å
E_HOMO (alpha / beta)	-7.9302 / -7.3611	eV
Kohn-Sham gap (alpha / beta)	8.62 / 7.75	eV
electronic energy	-7792.3169	eV

CARTESIAN COORDINATES (ANGSTROEM)
C (-0.29408, -0.27894, -0.99409)
C (-0.00851, -1.33156, -1.76339)
C (-0.36996, 1.18708, -1.01197)
C (-0.61048, -0.53111, 0.46335)
N (0.48893, -0.25643, 2.46291)
O (0.44586, -0.86047, 1.17076)
H (0.08265, -2.24465, -1.31004)
H (0.10497, -1.22671, -2.80336)
H (0.58262, 1.78927, -0.70680)
H (-1.21222, 1.72630, -0.69562)
H (-1.33262, 0.00168, 0.88338)
H (0.59703, 0.67847, 2.08657)
H (1.30188, -0.39693, 3.03747)

***

No. 8
The following is a DFT calculation (ωB97M-V with the def2-TZVPD basis set) of the molecule C4H7NO at a distorted geometry.

Summary:
energy relative to the best compared isomer or geometry (same formula, charge and spin)	335.74	kJ/mol
SMILES	CN1CC(=O)C1
net charge	0
largest force on an atom	3.3	eV/Å
E_HOMO	-8.6469	eV
Kohn-Sham gap	9.56	eV
electronic energy	-7796.1647	eV

CARTESIAN COORDINATES (ANGSTROEM)
C (-1.63499, -0.15639, -0.11815)
N (-0.28139, 0.05668, -0.49337)
C (0.53089, 1.15075, 0.19743)
C (1.61714, 0.13652, 0.48163)
O (2.66258, 0.09677, 1.07452)
C (0.78966, -0.90984, -0.28076)
H (-2.06931, -0.90283, -0.78810)
H (-1.71982, -0.47430, 0.92900)
H (-2.19797, 0.77890, -0.25211)
H (0.48756, 1.40934, -0.87334)
H (0.11823, 1.83678, 0.95609)
H (0.45179, -1.71957, 0.36572)
H (1.24563, -1.30283, -1.19856)

***

No. 9
The following is a DFT calculation (ωB97M-V with the def2-TZVPD basis set) of a structure of composition C4H7NO at a distorted geometry.

Summary:
energy relative to the best compared isomer or geometry (same formula, charge and spin)	401.92	kJ/mol
net charge	0
largest force on an atom	4.5	eV/Å
E_HOMO	-9.1250	eV
Kohn-Sham gap	9.93	eV
electronic energy	-7795.4788	eV

CARTESIAN COORDINATES (ANGSTROEM)
C (1.17122, -0.83296, 0.67885)
C (0.18193, -0.65937, -0.42975)
C (-1.66109, -1.22837, -0.47809)
C (0.76615, 1.78181, 0.39647)
N (0.69210, 0.39158, 0.45505)
O (1.84742, -1.50899, 1.36963)
H (0.61237, -0.66844, -1.37146)
H (-1.79114, -1.97442, 0.35487)
H (-1.71059, -1.67533, -1.46478)
H (-2.16726, -0.27303, -0.63489)
H (-0.07237, 2.24701, 0.90689)
H (1.57062, 2.25235, 0.91295)
H (0.56064, 2.14816, -0.69574)

***

No. 10
The following is a DFT calculation (ωB97M-V with the def2-TZVPD basis set) of a cluster of 2 separate species, C4H7NO in total at a distorted geometry.

Summary:
energy relative to the best compared isomer or geometry (same formula, charge and spin)	659.58	kJ/mol
net charge	0
largest force on an atom	2.4	eV/Å
E_HOMO (alpha / beta)	-7.3747 / -7.7178	eV
Kohn-Sham gap (alpha / beta)	7.91 / 8.35	eV
electronic energy	-7792.8083	eV

CARTESIAN COORDINATES (ANGSTROEM)
C (-2.08321, -0.62482, -0.20622)
C (0.80939, 1.14803, 0.35138)
C (0.27500, -0.13408, 0.80578)
C (1.04308, -0.09700, -0.48221)
N (-1.77173, -1.01190, -1.29752)
O (2.34083, -0.74805, -0.45547)
H (-2.98958, -0.49549, 0.52562)
H (0.19477, 1.92221, -0.13510)
H (1.70358, 1.46399, 0.89915)
H (0.60209, -0.64701, 1.77706)
H (0.50844, -0.04191, -1.44045)
H (-2.17227, -1.39697, -2.14037)
H (2.25452, -1.43894, 0.25839)

***

No. 11
The following is a DFT calculation (ωB97M-V with the def2-TZVPD basis set) of a structure of composition C4H7NO.

Summary:
energy relative to the best compared isomer or geometry (same formula, charge and spin)	343.57	kJ/mol
net charge	0
largest force on an atom	0.7	eV/Å
E_HOMO	-9.6204	eV
Kohn-Sham gap	10.38	eV
electronic energy	-7796.0836	eV

CARTESIAN COORDINATES (ANGSTROEM)
O (0.87113, 1.26019, 1.27326)
C (0.25807, 0.39340, 0.38891)
C (-0.79236, 0.63477, -0.70183)
N (-0.40236, -0.82575, -0.91236)
C (1.02156, -0.38190, -0.68354)
C (-0.48358, -0.94593, 0.59923)
H (0.22085, 1.59151, 1.90402)
H (-1.83250, 0.77947, -0.38376)
H (-0.53609, 1.29122, -1.53766)
H (1.65082, -1.21636, -0.35937)
H (1.46020, 0.16300, -1.52346)
H (-1.54276, -1.01245, 0.85136)
H (0.10703, -1.73118, 1.08520)

***

No. 12
The following is a DFT calculation (ωB97M-V with the def2-TZVPD basis set) of the molecule C4H7NO.

Summary:
energy relative to the best compared isomer or geometry (same formula, charge and spin)	197.91	kJ/mol
SMILES	CN1CC(=O)C1
net charge	0
largest force on an atom	0.6	eV/Å
E_HOMO	-9.2394	eV
Kohn-Sham gap	10.18	eV
electronic energy	-7797.5932	eV

CARTESIAN COORDINATES (ANGSTROEM)
C (0.80664, -1.09422, 0.81804)
N (-0.26006, -0.68604, -0.07977)
C (-1.06564, 0.43396, 0.46242)
C (-0.46565, 1.35698, -0.60197)
O (-0.53998, 2.52360, -0.86541)
C (0.22051, 0.13353, -1.21839)
H (1.44954, -1.82426, 0.31717)
H (1.44060, -0.25214, 1.15928)
H (0.37484, -1.57384, 1.70180)
H (-2.14254, 0.29647, 0.31218)
H (-0.87974, 0.67304, 1.51645)
H (1.30888, 0.16076, -1.35259)
H (-0.24740, -0.14784, -2.16920)

***

No. 13
The following is a DFT calculation (ωB97M-V with the def2-TZVPD basis set) of the molecule C4H7NO.

Summary:
energy relative to the best compared isomer or geometry (same formula, charge and spin)	291.44	kJ/mol
net charge	0
largest force on an atom	0.3	eV/Å
E_HOMO (alpha / beta)	-7.8156 / -7.8172	eV
Kohn-Sham gap (alpha / beta)	7.85 / 7.85	eV
electronic energy	-7796.6238	eV

CARTESIAN COORDINATES (ANGSTROEM)
C (-1.25573, -0.36140, -1.03295)
N (-0.28242, -0.33698, 0.06536)
C (0.57078, -1.32079, 0.20972)
C (-0.13174, 0.81377, 0.79412)
C (1.19468, 1.34546, 0.85973)
O (1.57996, 2.32802, 1.47141)
H (-1.61824, -1.37757, -1.19660)
H (-0.77244, 0.02403, -1.93582)
H (-2.08039, 0.30283, -0.77363)
H (1.13538, -1.37817, 1.12928)
H (0.68799, -2.05986, -0.57309)
H (-1.02019, 1.36716, 1.07453)
H (1.88461, 0.78305, 0.17317)

***

No. 14
The following is a DFT calculation (ωB97M-V with the def2-TZVPD basis set) of a structure of composition C4H7NO at a distorted geometry.

Summary:
energy relative to the best compared isomer or geometry (same formula, charge and spin)	350.63	kJ/mol
net charge	0
largest force on an atom	2.6	eV/Å
E_HOMO	-8.6845	eV
Kohn-Sham gap	9.52	eV
electronic energy	-7796.0103	eV

CARTESIAN COORDINATES (ANGSTROEM)
N (2.03879, -0.23695, -0.33449)
C (1.09806, 0.59538, 0.12189)
O (1.29059, 1.78667, 0.05888)
C (-0.08173, 0.04470, 0.79406)
C (-1.24124, -0.66228, -0.37928)
C (-1.37358, 0.59529, 0.42618)
H (2.02719, -1.18009, 0.00095)
H (2.94283, 0.15224, -0.55261)
H (-0.24828, -1.21151, 0.46013)
H (-0.97782, -0.52925, -1.41929)
H (-1.98272, -1.43798, -0.18432)
H (-2.16143, 0.58052, 1.16742)
H (-1.33067, 1.50326, -0.15952)

***

No. 15
The following is a DFT calculation (ωB97M-V with the def2-TZVPD basis set) of a structure of composition C4H7NO.

Summary:
energy relative to the best compared isomer or geometry (same formula, charge and spin)	517.63	kJ/mol
net charge	0
largest force on an atom	0.5	eV/Å
E_HOMO	-8.9970	eV
Kohn-Sham gap	9.78	eV
electronic energy	-7794.2795	eV

CARTESIAN COORDINATES (ANGSTROEM)
O (2.26547, -1.83798, -0.12594)
C (1.73450, -0.83076, -0.53326)
N (1.31447, 0.20415, 0.27636)
C (-0.35883, 1.03777, -0.14650)
C (-1.34463, 0.47893, 0.83562)
C (-1.32324, -0.02628, -0.57797)
H (1.52216, -0.64060, -1.59982)
H (1.47124, 0.09361, 1.27300)
H (0.99815, 1.21887, -0.13525)
H (-1.01134, -0.21808, 1.60022)
H (-2.13124, 1.15581, 1.16632)
H (-2.08670, 0.31080, -1.27743)
H (-1.00401, -1.05230, -0.73923)

***

No. 16
The following is a DFT calculation (ωB97M-V with the def2-TZVPD basis set) of a structure of composition C4H7NO.

Summary:
energy relative to the best compared isomer or geometry (same formula, charge and spin)	393.21	kJ/mol
net charge	0
largest force on an atom	0.8	eV/Å
E_HOMO	-9.6379	eV
Kohn-Sham gap	10.44	eV
electronic energy	-7795.5691	eV

CARTESIAN COORDINATES (ANGSTROEM)
O (1.02454, 1.74292, -0.20318)
C (0.41336, 0.52003, 0.09121)
C (0.26443, -0.60507, -0.92957)
N (-0.70710, -1.03274, 0.15617)
C (0.45447, -0.73321, 1.07654)
C (-1.09946, 0.41552, 0.24186)
H (0.61007, 1.96115, -1.06162)
H (-0.13330, -0.22084, -1.86460)
H (1.01967, -1.38276, -1.09667)
H (0.23367, -0.57636, 2.12982)
H (1.18629, -1.55003, 0.95826)
H (-1.65995, 0.75771, -0.63772)
H (-1.60894, 0.69970, 1.16809)

***

No. 17
The following is a DFT calculation (ωB97M-V with the def2-TZVPD basis set) of a cluster of 2 separate species, C4H7NO in total.

Summary:
energy relative to the best compared isomer or geometry (same formula, charge and spin)	566.56	kJ/mol
SMILES	C1=CN1.C=CO
net charge	0
largest force on an atom	0.4	eV/Å
E_HOMO	-8.4221	eV
Kohn-Sham gap	8.95	eV
electronic energy	-7793.7724	eV

CARTESIAN COORDINATES (ANGSTROEM)
O (-1.95322, 0.09438, -0.31190)
C (-1.19143, 1.12975, -0.59402)
C (0.05060, 1.01961, -1.13629)
C (0.87662, -0.20818, 0.65345)
C (-0.04235, -1.10841, 1.00390)
N (1.08499, -1.49026, 0.03333)
H (-1.58123, 2.09328, -0.25604)
H (0.63884, 1.91402, -1.32315)
H (0.35831, 0.09785, -1.61953)
H (1.54756, 0.57150, 0.98073)
H (-1.32071, -0.63933, 0.10483)
H (-0.34271, -1.52641, 1.95551)
H (1.87474, -1.94780, 0.50919)